Entry from the Open Molecules 2025 dataset: a molecular structure, C64H48Cl2N4O5SiTi (ωB97M-V with the def2-TZVPD basis set).

Calculated values
Total charge: -1
Spin multiplicity: 2
Energy above the lowest of the compared OMol25 structures with the same formula, charge and spin: 110.4 kcal/mol
LUMO energy (alpha / beta): 1.73 / 1.50 eV
Kohn-Sham gap (alpha / beta): 4.77 / 4.95 eV

CARTESIAN COORDINATES (ANGSTROEM)
Ti  0.8543  -0.4659  0.3640
C  -6.1806  -2.2269  -5.1529
C  -4.8463  -2.0748  -5.5133
C  -3.9111  -1.6767  -4.5801
C  -4.2660  -1.3856  -3.2480
C  -5.6160  -1.5601  -2.9045
C  -6.5492  -1.9746  -3.8402
C  -3.2139  -1.0136  -2.3193
C  -3.3497  -0.4215  -1.0346
C  -4.4870  0.1263  -0.3986
C  -4.0615  0.9612  0.6068
C  -2.6476  0.9061  0.6976
N  -2.2357  0.0357  -0.3032
C  -1.9319  1.5615  1.7456
C  -0.7495  1.1635  2.3722
C  -0.3308  1.4957  3.7027
C  0.5187  0.5094  4.1383
C  0.6652  -0.4401  3.0762
C  0.9849  -1.8078  3.1698
C  1.4750  -2.3411  4.4591
C  2.7247  -1.9708  4.9565
C  3.1817  -2.4674  6.1686
C  2.3897  -3.3266  6.9160
C  1.1324  -3.6799  6.4450
C  0.6810  -3.1934  5.2285
C  0.5579  -2.6787  2.1337
N  0.1720  -2.1491  0.9382
C  -0.5384  -3.0989  0.2338
C  -1.1835  -2.7572  -0.9456
C  -2.0525  -3.7497  -1.6260
C  -3.1907  -4.2003  -0.9624
C  -4.0553  -5.0904  -1.5809
C  -3.7892  -5.5396  -2.8655
C  -2.6487  -5.1031  -3.5241
C  -1.7844  -4.2116  -2.9105
C  -0.8610  -0.2613  -0.8040
C  -0.6546  0.6632  -2.0068
C  -1.1803  0.1046  -3.1007
C  -1.8092  -1.1694  -2.6894
N  -1.0875  -1.5319  -1.4959
C  -0.4944  -4.3146  0.9753
C  0.1977  -4.0661  2.1364
N  0.0104  0.0790  1.9652
C  -2.7641  2.5797  2.4550
C  -3.2444  2.3337  3.7415
C  -4.1494  3.1997  4.3358
C  -4.5778  4.3357  3.6639
C  -4.0808  4.6078  2.3975
C  -3.1903  3.7314  1.7964
H  -6.9159  -2.5472  -5.8803
H  -4.5372  -2.2860  -6.5305
H  -2.8689  -1.5846  -4.8618
H  -5.9368  -1.4097  -1.8862
H  -7.5822  -2.1173  -3.5443
H  -5.5143  -0.0087  -0.6799
H  -4.7085  1.4975  1.2789
H  -0.6851  2.3354  4.2771
H  0.9589  0.4080  5.1174
H  3.3366  -1.2837  4.3811
H  4.1620  -2.1810  6.5294
H  2.7453  -3.7106  7.8639
H  0.4959  -4.3291  7.0340
H  -0.3089  -3.4513  4.8730
H  -3.4042  -3.8298  0.0324
H  -4.9393  -5.4335  -1.0581
H  -4.4736  -6.2241  -3.3508
H  -2.4359  -5.4577  -4.5249
H  -0.9004  -3.8626  -3.4289
H  -0.2366  1.6524  -1.9004
H  -1.2569  0.5321  -4.0904
H  -0.9464  -5.2474  0.6773
H  0.4140  -4.7731  2.9204
H  -2.9376  1.4336  4.2579
H  -4.5357  2.9770  5.3231
H  -5.3155  4.9899  4.1116
H  -4.3957  5.5021  1.8739
H  -2.8355  3.9187  0.7900
O  1.5721  -1.3052  -1.5966
H  2.2463  -1.9893  -1.3216
H  2.0270  -0.6920  -2.1825
O  2.6967  2.0828  2.3925
H  2.3734  1.6338  1.5922
H  1.9508  2.0992  3.0020
Cl  4.8689  -4.4475  1.4381
C  4.2544  -2.8294  1.7795
Cl  5.5858  -1.6896  2.0655
C  3.3766  -2.2755  0.6281
O  3.3563  -2.8731  -0.4505
O  2.7536  -1.2202  0.9398
H  3.6762  -2.8873  2.6960
O  1.7628  1.0977  -0.1472
Si  2.5656  2.2151  -0.9803
C  1.6724  3.8603  -0.7150
C  0.4711  3.8785  -0.0036
C  -0.1790  5.0723  0.2729
C  0.3515  6.2738  -0.1738
C  1.5391  6.2744  -0.8925
C  2.1939  5.0795  -1.1500
C  2.6574  1.7854  -2.8370
C  1.9043  2.4261  -3.8189
C  1.9939  2.0519  -5.1522
C  2.8387  1.0187  -5.5305
C  3.6128  0.3785  -4.5730
C  3.5281  0.7685  -3.2436
C  4.4064  2.4101  -0.5845
C  5.2089  3.1491  -1.4578
C  6.5666  3.3077  -1.2327
C  7.1602  2.6995  -0.1340
C  6.3850  1.9442  0.7323
C  5.0205  1.8102  0.5152
H  0.0464  2.9422  0.3434
H  -1.0980  5.0658  0.8471
H  -0.1507  7.2080  0.0457
H  1.9602  7.2080  -1.2463
H  3.1326  5.0953  -1.6920
H  1.2435  3.2389  -3.5340
H  1.4070  2.5722  -5.8998
H  2.8990  0.7185  -6.5692
H  4.2915  -0.4148  -4.8612
H  4.1770  0.2958  -2.5103
H  4.7647  3.5998  -2.3400
H  7.1635  3.9034  -1.9130
H  8.2244  2.8084  0.0365
H  6.8435  1.4583  1.5850
H  4.4233  1.2367  1.2145



Entry from the Open Molecules 2025 dataset: a molecular structure, C64H51IN8O4PRbS (ωB97M-V with the def2-TZVPD basis set).

Calculated values
Total charge: -2
Energy above the lowest of the compared OMol25 structures with the same formula, charge and spin: 9.6 kcal/mol
LUMO energy: 3.57 eV
Kohn-Sham gap: 5.14 eV

CARTESIAN COORDINATES (ANGSTROEM)
Rb  0.0995  -0.6118  0.6836
O  -0.2576  -0.8845  4.0481
C  -0.5023  0.1311  3.3587
N  -1.5425  0.4426  2.6174
C  -2.7211  -0.3232  2.7053
C  -3.2810  -0.5783  3.9530
C  -4.5198  -1.1850  4.0833
C  -5.2219  -1.5518  2.9473
C  -4.6770  -1.3255  1.6894
C  -3.4255  -0.7206  1.5321
N  -2.8040  -0.4633  0.2924
C  -3.2824  -0.9333  -0.8330
O  -4.3096  -1.6070  -1.1097
C  -2.4263  -0.5684  -2.0677
C  -2.9788  -0.7590  -3.3348
C  -2.2320  -0.4267  -4.4479
C  -0.9527  0.0798  -4.2767
C  -0.4749  0.2185  -2.9819
N  -1.1880  -0.0988  -1.9089
C  0.6550  1.1617  3.2869
C  1.6928  1.0662  4.2099
C  2.7282  1.9754  4.1412
C  2.7250  2.9218  3.1272
C  1.6607  2.9235  2.2410
N  0.6362  2.0891  2.3312
H  -2.7103  -0.2989  4.8277
H  -4.9254  -1.3732  5.0730
H  -6.1924  -2.0295  3.0234
H  -5.1970  -1.6329  0.7963
H  -3.9742  -1.1731  -3.3918
H  -2.6422  -0.5633  -5.4447
H  -0.3257  0.3595  -5.1138
H  0.5195  0.5975  -2.7845
H  1.6497  0.2634  4.9305
H  3.5461  1.9296  4.8517
H  3.5327  3.6306  3.0013
H  1.6271  3.6184  1.4077
C  3.5438  5.9970  -2.7050
N  2.1310  5.8312  -2.4737
C  1.1650  6.8004  -2.6424
C  -0.0224  6.2212  -2.3564
N  0.2320  4.9089  -2.0120
C  1.5636  4.6493  -2.1018
S  2.3914  3.2216  -1.8893
C  -0.7993  3.9939  -1.6109
C  -1.9982  4.0084  -2.3088
C  -3.0146  3.2103  -1.8070
C  -2.7743  2.4484  -0.6757
C  -1.5132  2.4896  -0.0929
N  -0.5308  3.2695  -0.5474
H  3.7299  7.0531  -2.8934
H  3.8664  5.3973  -3.5581
H  4.1056  5.6648  -1.8315
H  1.4075  7.8076  -2.9182
H  -1.0095  6.6359  -2.3030
H  -2.1288  4.5876  -3.2132
H  -3.9730  3.1718  -2.3129
H  -3.5037  1.7696  -0.2634
H  -1.3247  1.8439  0.7568
I  -1.6598  -3.9504  0.5287
C  -1.9190  -4.4659  -1.4722
C  -3.2142  -4.3753  -1.9040
C  -3.5993  -4.9274  -3.1440
C  -2.6922  -5.6236  -3.8776
C  -1.3353  -5.7033  -3.4664
C  -0.4248  -6.4650  -4.2491
C  0.8916  -6.5300  -3.9193
C  1.3616  -5.7387  -2.8506
C  0.5330  -4.9785  -2.0726
P  1.3057  -3.6067  -1.0829
C  2.7421  -3.2475  -2.1721
C  2.4720  -2.5384  -3.3402
C  3.4881  -2.2001  -4.2114
C  4.8034  -2.5438  -3.9176
C  5.0830  -3.2301  -2.7498
C  4.0548  -3.5888  -1.8862
C  2.1252  -4.5101  0.2878
C  1.9993  -5.8803  0.4886
C  2.6182  -6.4984  1.5661
C  3.3768  -5.7537  2.4548
C  3.4887  -4.3818  2.2733
C  2.8563  -3.7637  1.2078
C  -0.8894  -5.0357  -2.3014
H  -3.9452  -3.8660  -1.2948
H  -4.6252  -4.8265  -3.4706
H  -2.9745  -6.1112  -4.8022
H  -0.8139  -6.9879  -5.1146
H  1.5906  -7.1142  -4.5035
H  2.4342  -5.6763  -2.6958
H  1.4581  -2.2272  -3.5596
H  3.2586  -1.6362  -5.1062
H  5.6044  -2.2504  -4.5819
H  6.1054  -3.4779  -2.4945
H  4.2918  -4.1241  -0.9746
H  1.4112  -6.4738  -0.1996
H  2.5014  -7.5667  1.7019
H  3.8677  -6.2380  3.2897
H  4.0658  -3.7819  2.9598
H  2.9298  -2.6860  1.1195
C  5.9069  -3.8053  5.6801
C  6.2388  -3.4648  4.2555
C  7.0459  -4.3214  3.5132
C  7.3284  -4.0223  2.1932
C  6.8288  -2.8753  1.6059
C  6.0278  -1.9952  2.3407
N  5.4725  -0.8537  1.7828
C  5.6741  -0.4285  0.4676
C  6.9458  -0.2350  -0.0698
C  7.0930  0.2406  -1.3617
C  5.9791  0.5237  -2.1395
C  4.7168  0.3182  -1.6073
C  4.5457  -0.1379  -0.3075
C  3.1343  -0.3691  0.2047
O  2.2979  -0.7281  -0.6466
O  2.9167  -0.2583  1.4427
C  5.7235  -2.3018  3.6827
C  4.8255  -1.4247  4.5025
H  6.4091  -4.7254  5.9806
H  4.8338  -3.9403  5.8282
H  6.2117  -3.0133  6.3672
H  7.4260  -5.2268  3.9710
H  7.9285  -4.7018  1.5993
H  7.0176  -2.6746  0.5639
H  4.4983  -0.6492  2.0590
H  7.8169  -0.4352  0.5402
H  8.0900  0.3941  -1.7586
H  6.0876  0.8941  -3.1501
H  3.8255  0.4846  -2.1909
H  4.4379  -0.5686  3.9628
H  5.3474  -1.0370  5.3818
H  3.9573  -1.9764  4.8665



Entry from the Open Molecules 2025 dataset: a molecular structure, C64H57ClCsGeI4N6O4Si3 (ωB97M-V with the def2-TZVPD basis set).

Calculated values
Total charge: -2
Spin multiplicity: 2
LUMO energy (alpha / beta): 2.83 / 2.83 eV
Kohn-Sham gap (alpha / beta): 4.65 / 4.65 eV

CARTESIAN COORDINATES (ANGSTROEM)
Cs  -0.5607  0.2892  -0.0972
I  2.3845  -5.9938  7.5542
C  1.5442  -4.8742  5.9952
C  0.2083  -5.0617  5.6669
C  -0.3374  -4.3225  4.6203
C  0.4307  -3.4114  3.8955
C  1.7614  -3.2392  4.2640
C  2.3312  -3.9624  5.3101
C  -0.1695  -2.6495  2.7470
C  -0.7064  -1.3933  3.0397
C  -0.5303  -0.6405  4.2986
C  -1.1733  0.5365  4.1366
C  -1.7934  0.4891  2.8028
C  -2.5945  1.4356  2.1414
C  -2.6435  2.8651  2.5189
C  -3.8086  3.6092  2.3118
C  -3.8946  4.9409  2.6889
C  -2.7900  5.5474  3.2763
I  -2.9236  7.5473  3.8876
C  -1.6069  4.8527  3.4611
C  -1.5390  3.5174  3.0718
C  -3.2329  0.9798  0.9431
N  -3.1418  1.6670  -0.2213
C  -3.3107  0.7160  -1.1931
C  -2.7522  0.8085  -2.4778
C  -2.6403  2.0795  -3.2180
C  -3.6387  3.0502  -3.0913
C  -3.5940  4.2335  -3.8134
C  -2.5341  4.4509  -4.6857
I  -2.4630  6.2197  -5.8017
C  -1.5143  3.5252  -4.8129
C  -1.5672  2.3533  -4.0624
C  -2.1019  -0.3868  -2.9235
C  -1.8430  -0.8874  -4.2657
C  -1.3157  -2.1361  -4.1102
C  -1.2054  -2.3632  -2.6709
N  -1.6844  -1.2913  -2.0044
C  -0.6624  -3.5079  -2.0376
C  -0.4230  -3.6789  -0.6616
C  0.0271  -4.9343  -0.0640
C  0.1700  -4.6955  1.2612
C  -0.2017  -3.2976  1.4739
N  -0.5447  -2.7208  0.3043
C  -0.3485  -4.6742  -2.9322
C  -1.3685  -5.4817  -3.4313
C  -1.0920  -6.5693  -4.2550
C  0.2281  -6.8411  -4.5869
I  0.6601  -8.4770  -5.8215
C  1.2653  -6.0525  -4.1162
C  0.9650  -4.9723  -3.2895
C  -3.7468  -0.5484  -0.6092
C  -3.6914  -0.3852  0.7232
N  -1.4699  -0.6781  2.1886
H  -0.4005  -5.7663  6.2181
H  -1.3812  -4.4557  4.3502
H  2.3631  -2.5145  3.7249
H  3.3698  -3.8103  5.5748
H  0.0335  -0.9662  5.1630
H  -1.2722  1.3343  4.8577
H  -4.6565  3.1254  1.8425
H  -4.8092  5.4971  2.5337
H  -0.7333  5.3426  3.8736
H  -0.5955  2.9875  3.1483
H  -4.4590  2.8646  -2.4046
H  -4.3781  4.9707  -3.7050
H  -0.6752  3.7145  -5.4694
H  -0.7468  1.6488  -4.1156
H  -2.1040  -0.3895  -5.1925
H  -0.9988  -2.8160  -4.8940
H  0.2013  -5.8655  -0.5893
H  0.4861  -5.3945  2.0238
H  -2.3945  -5.2505  -3.1633
H  -1.8935  -7.1909  -4.6303
H  2.2907  -6.2657  -4.3897
H  1.7666  -4.3406  -2.9160
H  -4.0715  -1.4176  -1.1632
H  -3.9448  -1.0899  1.4997
O  2.9032  2.7458  4.0026
C  3.7066  1.7182  4.1912
O  4.5168  1.6871  5.0901
C  3.6001  0.5958  3.2060
C  4.2784  -0.5871  3.2979
Cl  5.2250  -1.1766  4.5937
N  3.9990  -1.3274  2.1929
N  3.1315  -0.6734  1.3759
C  2.9039  0.4851  1.9697
C  1.9516  1.4712  1.3231
O  1.4659  2.3674  2.0672
O  1.6658  1.3018  0.1197
C  4.4827  -2.6302  1.8062
C  5.7820  -3.0131  2.1124
C  6.2442  -4.2561  1.7008
C  5.4216  -5.1090  0.9842
C  4.1246  -4.7140  0.6835
C  3.6456  -3.4789  1.0922
H  2.3450  2.6279  3.1634
H  6.4430  -2.3456  2.6458
H  7.2619  -4.5448  1.9358
H  5.7869  -6.0761  0.6617
H  3.4649  -5.3690  0.1329
H  2.6308  -3.1692  0.8658
C  3.5628  3.9466  -0.5901
Si  2.7332  3.3697  -2.1538
C  3.6994  4.1027  -3.5920
C  1.0242  4.1202  -2.2091
Ge  2.6735  1.0157  -2.3353
Si  4.8913  0.3132  -1.7486
C  5.4909  0.9585  -0.0830
C  4.9999  -1.5566  -1.8034
C  6.2241  0.9230  -2.9303
Si  2.5491  0.2607  -4.6092
C  2.4394  -1.6079  -4.5113
C  4.0454  0.6733  -5.6701
C  1.0949  0.8100  -5.6439
H  3.5986  5.0422  -0.5979
H  4.5887  3.5651  -0.5059
H  3.0041  3.6242  0.2986
H  3.7392  5.1970  -3.4784
H  3.2173  3.8726  -4.5553
H  4.7298  3.7211  -3.6333
H  1.0276  5.0968  -1.7082
H  0.2864  3.4876  -1.7017
H  0.6898  4.2639  -3.2426
H  4.6974  1.4219  0.5092
H  6.2706  1.7134  -0.2368
H  5.9143  0.1378  0.5097
H  4.0364  -2.0110  -1.5596
H  5.7429  -1.9358  -1.0904
H  5.2857  -1.8916  -2.8095
H  6.1395  2.0009  -3.1234
H  6.1987  0.4090  -3.8928
H  7.2010  0.7344  -2.4641
H  3.3755  -2.0403  -4.1315
H  2.2271  -2.0417  -5.4986
H  1.6306  -1.9014  -3.8285
H  4.9201  0.0953  -5.3631
H  4.3131  1.7382  -5.6187
H  3.8156  0.4206  -6.7148
H  0.1585  0.3980  -5.2561
H  1.2507  0.4109  -6.6560
H  0.9960  1.9019  -5.7173



no.,electronic energy (eV)
1,-139387.856
2,-116192.412
3,-210050.447